Entry from the OMol25 dataset: 11 unconnected molecules or ions with the total composition C34H84NO16S10 in a non-equilibrium geometry (ωB97M-V with the def2-TZVPD basis set).

Last column: Löwdin charge in e.
Geometry (Å):
C 1.41 -3.80 0.01  -0.1133
C 2.15 -2.50 0.51  -0.2210
C 2.33 -1.58 -0.72  -0.2476
O 2.90 -0.33 -0.39  -0.1251
C 2.38 0.76 -1.18  -0.1831
C 2.62 2.06 -0.34  -0.6846
O 3.53 2.02 0.51  -0.0613
O 1.95 3.11 -0.54  -0.0837
C 3.10 0.80 -2.59  -0.2498
C 2.09 0.67 -3.79  -0.1223
C 1.55 -0.79 -4.01  -0.1325
C 0.01 -0.81 -3.73  -0.1799
O -0.67 -1.94 -4.30  -0.0414
C -0.77 -1.88 -5.66  -0.5306
C -1.49 -0.71 -6.39  -0.0007
O -0.27 -2.75 -6.30  0.1037
N 4.07 1.87 -2.75  -0.0228
C 3.57 3.15 -3.22  -0.1600
C 4.10 3.43 -4.74  -0.2338
C 2.96 3.50 -5.85  -0.0605
O 3.71 4.69 -5.32  -0.1172
H 1.16 -4.48 0.84  0.0654
H 0.49 -3.45 -0.52  0.0684
H 2.03 -4.32 -0.76  0.0686
H 3.12 -2.86 0.91  0.0917
H 1.59 -2.01 1.33  0.0914
H 1.39 -1.53 -1.31  0.0992
H 3.07 -2.11 -1.39  0.1225
H 1.27 0.65 -1.29  0.1456
H 3.68 -0.16 -2.62  0.1389
H 1.21 1.29 -3.50  0.1140
H 2.54 1.03 -4.74  0.0883
H 1.69 -1.02 -5.10  0.1018
H 2.10 -1.58 -3.47  0.1034
H -0.22 -0.80 -2.64  0.1218
H -0.45 0.13 -4.12  0.1207
H -2.04 -1.12 -7.26  0.0818
H -0.70 0.01 -6.71  0.0927
H -2.23 -0.20 -5.70  0.0490
H 4.69 1.95 -1.95  0.1127
H 3.99 3.99 -2.63  0.1226
H 2.47 3.28 -3.24  0.1116
H 5.08 2.96 -5.04  0.1199
H 3.40 3.11 -6.77  0.0579
H 1.91 3.47 -5.55  0.1079
C 3.92 0.19 3.31  -0.2481
S 3.47 -1.48 3.79  0.8254
O 2.56 -1.39 4.97  -0.5710
C 5.10 -1.95 4.41  -0.2768
H 3.03 0.69 2.93  0.0554
H 4.30 0.73 4.18  0.0514
H 4.68 0.16 2.53  0.0595
H 5.40 -1.27 5.21  0.0476
H 5.82 -1.91 3.59  0.0497
H 5.04 -2.97 4.79  0.0416
C 1.19 7.45 -0.79  -0.2745
S 0.23 6.03 -1.34  0.8135
O -0.30 6.35 -2.70  -0.5673
C -1.13 6.26 -0.18  -0.2749
H 2.08 7.52 -1.41  0.0468
H 0.60 8.36 -0.89  0.0477
H 1.49 7.30 0.25  0.0507
H -1.57 7.25 -0.31  0.0477
H -0.75 6.15 0.84  0.0508
H -1.88 5.49 -0.37  0.0471
C 5.31 1.50 -7.98  -0.2734
S 4.77 -0.21 -7.79  0.8114
O 3.80 -0.23 -6.67  -0.5338
C 6.34 -0.82 -7.16  -0.2723
H 4.46 2.09 -8.33  0.0393
H 5.65 1.89 -7.02  0.0440
H 6.11 1.55 -8.72  0.0511
H 6.62 -0.28 -6.26  0.0597
H 7.11 -0.70 -7.93  0.0478
H 6.23 -1.88 -6.93  0.0483
C -0.35 -0.44 5.55  -0.2619
S -0.91 -1.97 4.77  0.8033
O -0.49 -1.91 3.34  -0.5623
C -2.66 -1.57 4.83  -0.2757
H 0.74 -0.46 5.58  0.0095
H -0.69 0.42 4.97  0.0658
H -0.74 -0.39 6.57  0.0121
H -2.85 -0.64 4.30  0.0568
H -2.98 -1.48 5.87  0.0252
H -3.22 -2.38 4.35  0.0416
C -0.92 0.80 9.84  -0.2834
S -1.90 -0.65 9.41  0.8222
O -2.48 -0.40 8.05  -0.5661
C -3.20 -0.36 10.62  -0.2736
H -0.06 0.85 9.17  0.0471
H -1.52 1.70 9.72  0.0635
H -0.57 0.72 10.87  0.0385
H -3.66 0.62 10.45  0.0572
H -2.78 -0.41 11.62  0.0513
H -3.95 -1.14 10.50  0.0457
C 2.75 2.53 10.17  -0.2700
S 1.90 3.20 11.61  0.8243
O 0.45 2.84 11.47  -0.5708
C 2.07 4.93 11.14  -0.2641
H 2.73 1.45 10.23  0.0534
H 2.24 2.85 9.26  0.0654
H 3.78 2.88 10.17  -0.0001
H 1.61 5.09 10.16  0.0608
H 3.13 5.19 11.11  0.0360
H 1.57 5.54 11.89  0.0476
C 6.15 5.59 7.79  -0.2617
S 5.74 4.10 8.73  0.8122
O 5.45 4.52 10.13  -0.5623
C 7.41 3.41 8.71  -0.2629
H 5.25 6.20 7.71  0.0528
H 6.92 6.15 8.31  0.0584
H 6.49 5.31 6.80  0.0585
H 8.10 4.12 9.17  0.0581
H 7.70 3.21 7.68  0.0568
H 7.40 2.49 9.28  0.0516
C -5.15 -1.93 -2.89  -0.2583
S -4.59 -1.27 -4.46  0.8202
O -3.60 -0.19 -4.17  -0.5528
C -6.14 -0.47 -4.89  -0.2704
H -4.32 -2.45 -2.41  0.0531
H -5.49 -1.12 -2.24  0.0581
H -5.97 -2.63 -3.06  0.0508
H -6.42 0.25 -4.12  0.0579
H -6.92 -1.23 -4.99  0.0102
H -6.02 0.04 -5.84  0.0513
C -8.55 -5.11 -7.34  -0.2725
S -7.50 -3.65 -7.30  0.8264
O -7.70 -3.00 -5.98  -0.5674
C -8.44 -2.71 -8.51  -0.2699
H -8.17 -5.83 -6.62  0.0279
H -9.57 -4.84 -7.07  0.0608
H -8.52 -5.55 -8.34  0.0585
H -9.47 -2.59 -8.17  0.0565
H -8.42 -3.23 -9.47  0.0521
H -7.98 -1.73 -8.62  0.0490
C -9.20 -8.03 -4.16  -0.2707
S -8.82 -9.16 -5.51  0.8104
O -8.94 -8.40 -6.78  -0.5601
C -10.31 -10.17 -5.33  -0.2751
H -8.41 -7.28 -4.11  0.0501
H -10.16 -7.54 -4.35  0.0586
H -9.24 -8.58 -3.22  0.0530
H -11.19 -9.54 -5.44  0.0569
H -10.31 -10.65 -4.35  0.0517
H -10.30 -10.93 -6.11  0.0483

Computed properties:
net charge	-1
multiplicity	1

***

Entry from the OMol25 dataset: 6 unconnected molecules or ions with the total composition C34H85FN5O2PS (ωB97M-V with the def2-TZVPD basis set).

Last column: Löwdin charge in e.
Geometry (Å):
C 8.43 5.65 3.46  -0.1112
C 8.12 4.17 3.33  -0.2599
C 6.66 3.81 3.48  -0.5655
F 6.56 2.41 3.47  -0.0990
P 5.48 4.35 2.12  0.9480
S 4.63 6.13 3.02  0.3969
C 3.56 5.41 4.26  -0.1765
O 3.78 6.68 1.99  -0.3929
O 5.58 6.98 3.70  -0.3657
H 8.11 6.04 4.43  0.0765
H 9.50 5.82 3.36  0.0760
H 7.93 6.25 2.69  0.0545
H 8.65 3.61 4.11  0.1169
H 8.47 3.78 2.37  0.1130
H 6.26 4.14 4.44  0.1069
H 6.42 5.06 1.34  -0.0456
H 2.75 6.13 4.39  0.0725
H 4.12 5.29 5.19  0.0638
H 3.17 4.46 3.90  0.0500
C 0.54 -1.25 -0.84  -0.0804
C 1.27 -0.43 0.21  -0.2770
N 2.28 0.46 -0.35  -0.1984
C 3.17 1.02 0.64  -0.2500
C 2.57 1.97 1.69  -0.1048
C 1.81 1.37 -1.39  -0.2416
C 0.65 2.31 -1.03  -0.0784
H 1.25 -1.80 -1.47  0.0843
H -0.11 -1.98 -0.35  0.0583
H -0.08 -0.63 -1.49  0.0520
H 1.79 -1.11 0.89  0.1192
H 0.52 0.10 0.82  0.0919
H 3.97 1.54 0.11  0.1057
H 3.65 0.18 1.16  0.1111
H 2.32 2.94 1.26  0.0525
H 3.31 2.14 2.48  0.0367
H 1.68 1.55 2.15  0.0679
H 1.52 0.77 -2.25  0.1019
H 2.67 1.95 -1.71  0.1133
H -0.16 1.77 -0.53  0.0619
H 0.24 2.74 -1.95  0.0717
H 0.96 3.13 -0.39  0.0528
C -1.88 -1.68 2.58  -0.0766
C -2.47 -2.90 1.90  -0.2687
N -1.50 -3.97 1.70  -0.1944
C -1.90 -4.92 0.69  -0.2466
C -3.15 -5.77 0.93  -0.0737
C -0.90 -4.50 2.91  -0.2412
C -1.84 -5.08 3.98  -0.0799
H -0.99 -1.36 2.04  0.0584
H -2.60 -0.86 2.58  0.0758
H -1.59 -1.87 3.62  0.0680
H -2.81 -2.60 0.90  0.1034
H -3.38 -3.23 2.44  0.1042
H -1.05 -5.59 0.50  0.1095
H -2.04 -4.36 -0.24  0.0813
H -2.98 -6.55 1.67  0.0590
H -3.45 -6.26 0.00  0.0490
H -3.99 -5.16 1.27  0.0719
H -0.30 -3.71 3.37  0.1017
H -0.18 -5.27 2.60  0.1140
H -2.68 -4.41 4.18  0.0653
H -1.29 -5.21 4.92  0.0710
H -2.25 -6.05 3.69  0.0553
C -2.75 -10.03 -5.12  -0.0916
C -1.73 -9.40 -4.19  -0.2759
N -2.27 -8.27 -3.45  -0.1977
C -1.25 -7.47 -2.79  -0.2503
C -0.42 -8.11 -1.68  -0.0834
C -3.47 -8.54 -2.67  -0.2452
C -3.40 -9.65 -1.61  -0.0782
H -3.19 -9.28 -5.77  0.0797
H -2.26 -10.79 -5.74  0.0721
H -3.55 -10.53 -4.58  0.0638
H -0.89 -9.01 -4.78  0.1169
H -1.31 -10.18 -3.54  0.1025
H -1.75 -6.57 -2.39  0.0969
H -0.57 -7.10 -3.57  0.1112
H -0.99 -8.25 -0.77  0.0507
H 0.42 -7.45 -1.44  0.0709
H 0.00 -9.07 -1.98  0.0666
H -4.28 -8.78 -3.36  0.1017
H -3.75 -7.60 -2.19  0.0993
H -2.94 -10.55 -2.01  0.0665
H -4.41 -9.91 -1.29  0.0723
H -2.84 -9.35 -0.72  0.0523
C -3.42 -0.44 -1.80  -0.0792
C -3.66 -0.91 -3.23  -0.2682
N -2.70 -1.91 -3.66  -0.1971
C -2.71 -2.15 -5.10  -0.2491
C -3.98 -2.75 -5.72  -0.0845
C -2.60 -3.09 -2.82  -0.2463
C -3.87 -3.91 -2.58  -0.0663
H -2.38 -0.11 -1.67  0.0622
H -4.07 0.40 -1.57  0.0755
H -3.62 -1.22 -1.07  0.0550
H -3.55 -0.06 -3.91  0.1176
H -4.70 -1.24 -3.32  0.1022
H -1.86 -2.79 -5.33  0.1113
H -2.51 -1.19 -5.58  0.1088
H -4.10 -3.80 -5.47  0.0551
H -3.92 -2.67 -6.80  0.0697
H -4.87 -2.22 -5.39  0.0658
H -2.21 -2.76 -1.85  0.0772
H -1.82 -3.73 -3.24  0.1153
H -4.73 -3.28 -2.35  0.0720
H -3.72 -4.58 -1.72  0.0433
H -4.12 -4.54 -3.43  0.0587
C -1.06 11.50 2.56  -0.0936
C -0.69 10.25 1.78  -0.2809
N 0.39 10.48 0.83  -0.2028
C 0.56 9.40 -0.13  -0.2501
C 1.02 8.04 0.40  -0.0847
C 1.62 11.02 1.40  -0.2430
C 2.28 10.25 2.55  -0.0769
H -1.27 12.33 1.88  0.0790
H -1.95 11.31 3.16  0.0708
H -0.27 11.81 3.24  0.0629
H -1.55 9.93 1.19  0.1156
H -0.48 9.44 2.49  0.1002
H 1.27 9.75 -0.88  0.1101
H -0.40 9.28 -0.64  0.1072
H 2.06 8.05 0.70  0.0360
H 0.90 7.28 -0.37  0.0712
H 0.43 7.73 1.27  0.0679
H 1.41 12.04 1.75  0.0994
H 2.33 11.13 0.57  0.1137
H 1.55 9.96 3.30  0.0647
H 3.02 10.88 3.04  0.0730
H 2.79 9.34 2.21  0.0444

Computed properties:
net charge	0
SMILES string	CC[C@H](F)PS(C)(=O)=O.CCN(CC)CC.CCN(CC)CC.CCN(CC)CC.CCN(CC)CC.CCN(CC)CC
multiplicity	1

***

Entry from the OMol25 dataset: a molecular structure, C34H85GeO7P4PtSi2Te2 (ωB97M-V with the def2-TZVPD basis set).

Last column: Löwdin charge in e.
Geometry (Å):
Pt 0.74 -0.59 0.83  0.5107
C 0.62 -1.25 4.25  -0.1998
P 1.10 0.07 3.12  0.7914
C 0.32 1.54 3.81  -0.2022
C 2.91 0.32 3.26  -0.3528
C 3.39 1.02 2.00  -0.3615
P 2.91 0.07 0.52  0.7068
C 3.19 1.19 -0.86  -0.2184
C 4.14 -1.24 0.33  -0.2097
H 0.86 -0.95 5.27  0.0758
H 1.14 -2.18 4.02  0.0340
H -0.46 -1.41 4.16  0.0602
H 0.64 1.64 4.84  0.0817
H -0.76 1.40 3.77  0.0446
H 0.57 2.44 3.25  0.0112
H 3.37 -0.66 3.38  0.0880
H 3.14 0.90 4.16  0.1100
H 4.48 1.16 1.99  0.1175
H 2.94 2.01 1.87  0.0654
H 4.18 1.61 -0.71  0.0896
H 2.47 2.00 -0.84  0.0212
H 3.17 0.65 -1.81  0.0171
H 5.02 -0.80 -0.16  0.0800
H 3.78 -2.05 -0.30  0.0128
H 4.45 -1.64 1.29  0.0569
C 2.23 1.27 -5.81  -0.0890
C 2.27 0.68 -4.41  -0.2894
C 1.68 -0.72 -4.36  -0.2644
C 1.71 -1.38 -2.97  -0.3524
Ge 0.34 -0.61 -1.78  0.7822
C -1.38 -1.46 -2.13  -0.3465
C -2.04 -1.09 -3.47  -0.2539
C -2.45 0.36 -3.60  -0.2952
C -3.09 0.66 -4.95  -0.0831
H 2.65 2.28 -5.83  0.0798
H 1.20 1.33 -6.18  0.0777
H 2.80 0.66 -6.51  0.0864
H 1.73 1.34 -3.72  0.0811
H 3.31 0.65 -4.06  0.1104
H 2.24 -1.36 -5.05  0.1290
H 0.66 -0.69 -4.75  0.0964
H 2.71 -1.32 -2.54  0.0527
H 1.46 -2.44 -3.05  0.0498
H 0.34 0.93 -1.67  -0.0242
H -2.05 -1.26 -1.29  0.0277
H -1.19 -2.54 -2.12  0.0305
H -2.91 -1.73 -3.60  0.1223
H -1.37 -1.35 -4.29  0.1045
H -1.59 1.02 -3.45  0.0786
H -3.16 0.60 -2.80  0.0724
H -2.40 0.45 -5.76  0.0821
H -3.39 1.71 -5.03  0.0783
H -3.98 0.05 -5.10  0.0852
C -4.95 0.27 3.79  -0.0461
C -3.88 1.20 3.28  -0.2220
O -2.72 0.43 2.80  -0.2675
P -2.48 0.06 1.30  0.3000
O -1.32 -0.92 1.30  -0.5220
Te -2.21 2.10 -0.05  1.3804
O -3.73 -0.67 0.69  -0.2562
C -4.88 0.00 0.06  -0.2611
C -5.81 -1.06 -0.46  -0.0358
H -5.79 0.86 4.16  0.1019
H -4.58 -0.34 4.62  0.0940
H -5.32 -0.39 3.01  0.0732
H -3.47 1.83 4.07  0.1285
H -4.22 1.85 2.48  0.0907
H -4.50 0.61 -0.76  0.0699
H -5.35 0.64 0.81  0.1142
H -5.32 -1.69 -1.20  0.0743
H -6.67 -0.58 -0.92  0.1024
H -6.17 -1.69 0.36  0.0969
C -1.00 6.45 -1.30  0.0008
C -0.25 5.18 -1.64  -0.5668
C 1.24 5.40 -1.83  -0.0106
C -0.86 4.48 -2.84  -0.0253
O -0.49 4.22 -0.51  -0.2945
P 0.30 3.71 0.75  0.2686
O 1.74 3.44 0.60  -0.2506
O -0.52 2.36 0.97  -0.7041
O -0.09 4.56 2.00  -0.1498
C 0.68 5.63 2.72  -0.5655
C 1.50 4.94 3.80  -0.0228
C 1.58 6.40 1.77  -0.0221
C -0.40 6.51 3.31  -0.0092
H -0.90 7.16 -2.13  0.1099
H -0.61 6.92 -0.40  0.0754
H -2.06 6.25 -1.16  0.0994
H 1.39 6.04 -2.69  0.1111
H 1.76 4.45 -2.00  0.0857
H 1.69 5.89 -0.97  0.0746
H -0.78 5.12 -3.72  0.1082
H -1.92 4.28 -2.68  0.0829
H -0.33 3.55 -3.06  0.0788
H 2.25 4.28 3.35  0.0830
H 0.86 4.37 4.47  0.0834
H 2.02 5.68 4.39  0.1072
H 2.30 5.75 1.28  0.0777
H 2.13 7.14 2.35  0.1107
H 1.00 6.94 1.03  0.0766
H -1.05 5.94 3.98  0.0952
H -1.01 6.95 2.53  0.0939
H 0.06 7.31 3.89  0.1069
C -3.42 -4.05 -1.00  -0.1617
Si -1.88 -5.03 -0.58  0.4517
C -2.33 -6.56 0.38  -0.1622
C -0.85 -5.44 -2.08  -0.1796
C -0.83 -3.99 0.67  -0.4634
Te 0.97 -3.08 -0.02  1.4316
C 2.08 -3.68 1.67  -0.5211
Si 3.03 -5.34 1.33  0.4377
C 3.99 -5.67 2.88  -0.1604
C 1.71 -6.62 0.99  -0.1653
C 4.13 -5.08 -0.16  -0.1692
H -3.72 -4.21 -2.03  0.0506
H -3.29 -2.98 -0.84  -0.0081
H -4.24 -4.37 -0.36  0.0493
H -3.00 -7.19 -0.21  0.0537
H -2.85 -6.31 1.31  0.0480
H -1.45 -7.16 0.63  0.0330
H -1.51 -5.68 -2.92  0.0506
H -0.22 -6.31 -1.92  0.0398
H -0.21 -4.62 -2.43  -0.0047
H -0.42 -4.67 1.42  0.0061
H -1.41 -3.23 1.18  0.0060
H 1.35 -3.81 2.47  0.0129
H 2.78 -2.90 1.96  -0.0146
H 3.35 -5.78 3.75  0.0453
H 4.72 -4.88 3.08  0.0409
H 4.56 -6.60 2.77  0.0540
H 1.09 -6.80 1.87  0.0506
H 2.18 -7.57 0.72  0.0574
H 1.06 -6.35 0.15  0.0079
H 5.12 -4.72 0.14  0.0455
H 3.73 -4.38 -0.90  0.0035
H 4.28 -6.03 -0.68  0.0504

Computed properties:
net charge	+3
energy relative to the best compared isomer or geometry (same formula, charge and spin)	0.000	eV
multiplicity	1

***

Number 1: total energy -6585.97818 Ha, Kohn-Sham gap 5.87 eV. Number 2: total energy -2609.99384 Ha, Kohn-Sham gap 8.32 eV. Number 3: total energy -6549.33621 Ha, Kohn-Sham gap 6.70 eV.